Entry 1:
Formula: C38H106N18O16
Source: the Open Molecules 2025 dataset
Level of theory: the ωB97M-V functional and the def2-TZVPD basis

Geometry (Å):
H  -5.5416  -2.0091  -1.2630
H  -3.0548  -0.4397  3.0000
H  -3.7681  4.8026  -1.1246
N  1.1496  4.1908  5.1016
N  5.0299  -4.0245  -2.7409
H  -3.3938  -0.3779  -2.1162
H  -0.2123  -0.6331  2.8140
H  -2.9269  -0.3384  6.0132
H  2.8976  -5.7643  -2.5173
C  2.2627  2.7075  -6.5005
H  -1.1263  1.1458  -5.9051
H  -2.8254  -1.6015  -1.0478
H  -2.1999  0.8960  -9.0078
C  -2.9645  1.9152  -5.3327
H  2.9145  -0.1513  -5.9036
H  8.7258  9.7626  0.2154
C  6.7391  3.8650  1.9244
H  3.7623  2.7558  4.3292
H  -1.8636  -1.5954  6.4684
H  -1.8094  -4.2587  -3.1577
H  -2.4821  -0.0145  -0.6557
H  2.7060  -0.9462  -1.8433
H  2.1666  -5.8949  0.7649
H  -9.1389  -0.8532  1.0400
H  -0.8857  -3.0346  4.8199
O  -10.3269  1.1460  1.6017
H  -0.2999  -3.6205  -2.9453
C  2.2811  -0.1455  -5.0165
N  6.4043  -1.9890  4.1146
N  2.5804  -3.3248  4.6115
C  1.9425  1.3085  -4.6080
H  7.1430  -2.6085  3.8134
H  -3.2910  4.9852  -2.7701
H  -0.5348  -4.9903  -4.1157
H  -0.7293  -4.9080  3.6560
H  -2.3610  -3.7554  4.8896
N  0.0036  2.4085  5.3438
H  0.8932  0.3996  3.5445
H  3.5868  -1.0303  3.7050
H  -0.3617  3.6137  -1.8377
H  2.9461  -0.5994  -4.2817
C  5.3712  -1.8876  3.4167
C  2.7974  -1.2127  -0.7903
C  -1.7489  0.2366  -8.2664
O  0.8332  -6.2613  -1.3033
N  1.1123  -0.8219  -5.5286
C  7.7747  9.2583  0.0447
H  -1.5106  -5.7947  -0.4442
H  -9.5563  1.8322  -0.2171
H  3.5734  -3.2486  4.4435
N  0.4738  -0.8124  -0.5854
H  -6.5719  0.0519  0.5645
H  0.7806  -2.0907  -3.7462
N  2.8810  -5.4509  5.2899
H  -12.4269  1.4047  1.8188
H  -0.6732  0.3656  -8.1468
C  -2.0140  1.5667  -6.3773
N  -0.7432  -5.7587  0.2115
H  -5.6505  -0.3850  -1.9843
C  3.7251  2.3998  3.2997
C  1.7081  -1.9911  1.3293
C  -9.2487  1.2033  0.6184
C  0.3230  -1.3569  -4.4097
H  3.8706  -5.2843  5.4041
C  -1.0599  -1.8478  -4.7701
H  1.6995  3.2885  -7.2308
N  6.2665  5.0821  1.3621
H  -2.1677  -5.4039  3.0367
C  -2.6690  -1.3690  5.7696
C  0.9451  3.1448  5.8851
H  -3.6740  -2.5491  2.1376
N  -2.9631  0.3241  2.3455
N  -1.3276  -4.8779  2.8428
O  -0.9635  -3.2526  -4.9179
H  -6.9354  -1.6279  0.4512
H  -1.0271  -5.5252  1.1522
C  -5.5408  -0.9396  -1.0524
C  -3.2958  -0.6182  -1.0575
N  -2.5125  1.9935  -3.9685
H  3.9131  -5.6033  -1.3187
H  -0.3665  1.7818  6.0441
H  -2.0779  5.3944  -1.4685
H  3.0937  -0.2280  -0.4288
H  0.6742  -0.1778  -6.1716
C  -3.1415  -3.5000  2.1218
H  -11.8363  0.2073  0.6497
H  -0.9021  1.9628  -1.9058
H  -0.4979  2.7856  4.5523
H  7.3713  5.3041  -0.6051
H  5.7166  4.3052  3.8692
H  0.9213  4.0948  4.1224
C  -1.8612  -2.9580  4.3397
H  -8.3435  1.6527  1.0267
H  2.4694  -6.3731  5.2769
H  -10.0625  -0.4995  -0.3331
H  -8.4017  -1.2622  -1.4282
O  1.7908  -0.7516  2.0313
N  1.1717  -5.7732  0.8885
C  -9.0968  -0.2724  0.1186
C  1.5402  -1.7977  -0.1696
O  1.5155  2.8312  6.9454
C  -0.9151  -4.0399  -3.7413
H  4.1546  1.3980  3.2948
H  -3.5654  2.7590  -5.6721
O  -2.3869  -1.6432  4.4116
C  -11.6473  1.1868  1.0889
H  7.1747  9.5174  0.9170
C  -1.3842  2.9482  -3.7125
O  -2.5038  0.4911  -7.0988
O  1.3837  2.0902  -5.5511
H  -1.8134  -0.8177  -8.5355
H  4.8865  -0.9015  4.9629
H  2.7021  1.9074  -7.0962
H  6.2827  2.7495  3.6119
H  8.1433  5.6360  0.9140
O  7.8750  7.8106  -0.1737
H  7.4244  9.7883  -0.8411
H  -1.3846  -1.6261  -5.7867
H  1.2403  1.4746  -3.7910
H  -4.5373  2.7389  2.9580
H  1.9492  -2.8844  3.9574
H  7.7448  3.8624  2.3447
O  -2.4777  1.8674  3.8397
O  -4.4411  -0.6343  -0.2417
H  3.0447  3.3168  -6.0471
H  6.5672  -1.2918  4.8269
H  -1.6060  3.9614  -4.0478
C  -3.0806  1.5311  2.8040
H  4.9385  -3.9187  -1.7406
H  -3.1894  2.0286  -3.2197
H  -3.7130  1.1323  -5.2108
C  4.4855  -5.1354  -3.1844
H  2.7190  1.8948  -4.1166
C  6.6832  7.1546  0.1901
H  6.2898  7.6114  1.0983
H  -3.8411  -4.2688  2.4499
H  -0.4471  2.6607  -4.1893
H  5.3361  4.9276  1.0006
H  -3.4255  0.1565  1.4633
O  4.4034  -5.4351  -4.3390
H  0.6636  -5.2244  1.5674
N  4.5322  -1.1323  4.0457
H  -2.8859  -3.5505  1.0634
C  2.0520  -4.4872  4.8741
H  -4.5296  1.7957  1.4519
N  -8.0375  -0.4955  -0.8808
H  -1.7541  2.4235  -6.9989
C  -2.8993  4.7494  -1.7806
H  5.4974  -3.4413  -3.4202
C  7.1849  5.6894  0.3974
C  5.7916  3.5616  3.0758
H  1.1102  -1.3416  3.7689
N  -4.1062  2.0823  2.3230
H  3.5866  -1.9018  -0.4895
H  -11.7790  1.8345  0.2222
H  -0.2953  -0.8298  0.0691
C  0.4501  -5.9970  -0.1379
H  1.3124  -2.7529  -0.6425
C  -1.8848  -3.5164  2.8779
H  2.6914  2.4964  2.9679
H  -1.1928  -2.8285  2.3919
H  0.0835  -0.6065  -3.6563
O  0.8817  -4.7133  4.6299
H  0.9014  0.1017  -0.5435
H  0.9131  -2.6486  1.6812
N  3.8846  -5.8075  -2.3074
H  2.6413  -2.5494  1.4037
C  -1.1669  2.9771  -2.2043
H  -1.8692  -1.5975  -4.0841
H  5.8469  7.1212  -0.5082
H  1.7030  4.9837  5.3932
O  4.9636  -2.6631  2.5193
C  -6.8307  -0.7267  -0.1531
C  0.8508  -0.5685  3.0456
O  -2.3909  3.4099  -1.5379
H  -3.5421  -1.9626  6.0405
O  4.5088  3.2639  2.5092
H  6.5608  2.9469  1.3645

Results
* HOMO energy: -8.19 eV
* E_LUMO: 0.001 hartree
* energy above the lowest of the compared OMol25 structures with the same formula, charge and spin: 0.0 kcal per mole
* frontier orbital gap: 8.21 eV
* electronic energy: -100697.256 eV

Entry 2:
Formula: C38H107Cl14O36P5
Source: the Open Molecules 2025 dataset
Level of theory: the ωB97M-V functional and the def2-TZVPD basis

Geometry (Å):
H  2.6709  6.0932  -3.0609
Cl  6.1865  2.3516  -3.1526
H  -4.9969  -6.2490  -1.3658
P  -7.5215  -0.5135  -3.9840
H  2.6987  7.0089  -1.5249
Cl  2.5654  -4.5429  0.0290
H  1.3447  0.6700  -8.5716
C  -2.2428  -2.9910  -3.0310
H  -0.0111  -0.1720  0.8904
C  -1.8450  3.3065  2.4034
C  3.6266  2.3549  -6.6594
H  -3.0800  -1.9877  2.9960
H  -0.9660  4.0812  -0.1442
Cl  4.1970  -1.6601  -4.2364
O  -1.5161  6.5203  1.6738
H  -3.0930  -7.4341  -4.0476
O  -0.4532  -6.0399  -4.6590
O  4.9087  5.7541  -0.4750
H  3.3640  3.6924  5.8772
C  -7.1164  -2.2731  -2.1569
C  7.1375  3.3636  1.4020
C  1.7774  -0.1572  -0.3061
C  0.2624  4.1878  -4.8278
H  -1.1915  4.5704  -1.6605
H  -2.0738  1.6931  -1.0987
C  0.6694  -3.6827  2.7959
H  1.9455  0.8844  -0.5798
H  -1.8337  0.1685  6.2267
O  -1.7152  -5.7978  -2.3786
H  7.9107  3.7385  0.7314
H  -0.1523  0.0225  -0.9085
P  -1.2017  5.7197  3.0486
H  -2.9165  -0.4482  1.0460
O  0.5514  4.3664  -7.9228
C  -6.1626  -5.6137  0.3131
C  0.9993  -4.9480  6.8043
H  -2.8867  3.6017  2.2777
H  -7.5008  -1.4792  -1.5166
H  5.4696  1.5238  2.3500
H  1.7449  4.2418  1.3159
H  0.8868  3.7255  -1.5576
H  -1.5860  2.4626  1.7640
H  -3.3601  -3.1097  0.1090
C  3.7627  -5.8833  0.0098
H  -3.0268  -0.7675  5.3200
C  1.7842  -0.9591  5.4377
H  -0.9826  -4.8505  -0.6998
H  0.4673  4.9878  4.9611
H  3.1495  1.7387  -5.8974
O  1.3975  3.8343  -5.5457
H  -6.9753  -6.2742  0.0111
H  -6.0862  -2.4579  -1.8526
C  -3.9362  -1.6700  2.4010
C  -1.0210  3.6307  -1.1352
P  -1.5334  -5.3480  -3.9338
H  -9.8808  -1.7206  -4.3626
H  -0.0749  0.7533  -2.8834
Cl  -3.4355  1.4337  4.9297
H  3.0549  3.9300  2.4366
O  -0.8242  4.2544  2.5189
H  2.2671  -0.6272  -1.1590
H  -7.6178  -3.2208  -1.9609
Cl  0.9183  -1.4767  6.9590
H  5.5604  3.1694  4.9430
C  6.7344  1.9166  0.9752
H  -1.8160  2.7824  3.3587
Cl  -1.1818  -0.0608  3.8652
C  -2.3046  2.7316  -1.3361
O  -6.5482  0.4389  -3.1160
H  -3.3179  5.6647  1.5744
H  2.4532  0.6751  2.2685
Cl  5.7031  -2.1239  -1.8630
H  0.8108  1.3512  -4.3259
H  1.3117  6.5153  5.2258
C  4.4736  -2.7097  -2.8785
H  -4.2714  -0.7625  2.9032
H  3.7591  -6.2797  -1.0056
H  0.8852  1.9708  1.4992
O  -0.2485  -3.2450  3.8330
H  5.0005  6.6268  -2.3704
H  3.9533  1.7357  4.0080
O  0.5406  -4.9718  5.4507
H  4.7599  6.6732  -0.2409
H  -5.6159  -4.5304  -1.4168
H  4.2441  1.6233  -7.1806
O  -1.3368  -3.7441  -3.8359
H  1.1865  -1.2882  4.5877
H  3.6249  -2.7668  -2.1970
H  -3.2191  -6.0805  3.0804
H  -0.1820  -6.3440  -0.9690
H  6.6815  1.8136  -0.1086
H  -4.8112  1.4934  -3.3761
H  6.3311  1.6696  5.6373
H  -5.4687  -2.6162  3.1382
Cl  3.2801  -7.1418  1.2576
H  2.6962  4.6300  -0.6704
H  4.7445  2.4490  -1.3511
O  -2.2474  5.7069  4.0881
H  -0.8862  -2.0382  -0.2710
H  -3.3117  7.1428  0.8573
H  3.8527  2.3451  0.9316
C  6.1882  -1.8044  2.9926
C  -5.1919  0.4865  -3.5472
H  -4.6531  -0.2974  -3.0149
P  -0.8068  -4.2466  4.9570
O  -2.7998  -2.3407  0.2368
O  0.5499  1.9110  -6.9947
O  -3.4544  3.2595  -0.6255
C  4.4879  5.8171  -1.8509
Cl  4.9344  -2.4749  1.9238
O  -3.0454  -5.4149  -4.5425
H  2.3661  -1.2780  1.1394
H  -2.7107  -2.1098  -3.4698
C  0.3279  -0.5112  -0.0884
H  -4.4309  -0.9960  0.3536
O  -6.7136  -4.3994  0.8357
H  -3.0827  -3.5771  -2.6578
C  5.4159  2.1439  5.2828
C  0.4276  1.0201  -8.0980
O  2.4996  -0.3743  0.8442
H  -4.3356  -7.0088  -5.1797
H  1.3703  -5.9472  7.0324
H  -6.0757  -3.8303  1.2726
H  -2.4617  -4.6085  2.5541
C  -2.8031  -5.1402  3.4423
O  7.4575  3.3453  2.7488
H  4.7760  -5.5361  0.2118
H  4.7747  -3.6475  -3.3454
H  0.2758  -4.6609  7.5674
H  -10.7100  -0.1599  -4.1145
H  1.2179  -2.7515  2.6545
H  -4.5845  -6.5325  -3.5985
H  0.8650  2.7829  3.0802
C  -2.6595  6.2751  0.9563
C  2.9319  6.0576  -2.0032
Cl  3.2848  -1.8856  5.2819
H  -10.5528  -1.3848  -2.7531
O  3.1797  2.9554  0.6213
H  1.8971  5.2085  4.0644
H  -3.5170  -4.5232  3.9880
C  -3.7766  -6.6312  -4.3235
C  4.2530  2.1760  6.2885
H  6.2753  -0.7488  2.7350
C  0.1279  0.5931  -3.9423
C  -0.5977  -5.4860  -1.4974
Cl  3.2872  1.8671  -3.1196
H  0.0107  0.0814  -7.7330
H  -3.4237  -5.5346  0.0313
H  5.8851  -1.9780  4.0251
H  -4.1603  2.6089  -0.6265
H  4.2950  3.0852  -6.2033
O  -4.9773  -2.6827  2.3162
C  2.4078  3.4634  1.6939
O  -3.9810  -4.8035  -0.2453
H  0.2072  -4.9791  -2.0295
H  4.6947  2.6231  7.1791
O  3.1159  2.7654  5.8538
C  1.5048  2.3446  2.3144
H  4.7704  4.9290  -2.4161
H  -0.6291  4.2993  -5.4449
H  0.0741  3.5033  -4.0007
C  4.8049  1.7577  -2.1917
H  0.3178  5.2117  -4.4581
H  -1.6654  -2.6747  -2.1623
H  8.0866  4.0609  2.8661
H  1.9676  0.1154  5.4343
H  -5.6696  -6.2217  1.0717
H  4.0271  1.1631  6.6220
C  -2.3466  0.0827  5.2687
O  4.8248  1.3799  4.1962
H  -2.5540  2.8603  -2.3893
H  4.9550  0.7289  -1.8643
H  6.2511  3.9693  1.2135
O  2.8371  3.0529  -7.5915
O  5.4754  1.5683  1.3911
H  1.8662  -4.3102  6.9766
C  1.0561  5.7664  4.4762
Cl  -1.2932  0.6348  -4.9876
O  -1.6005  -5.4151  4.1230
H  -5.0267  0.3823  -4.6196
Cl  7.7819  -2.6589  2.9659
O  -7.1688  -2.0543  -3.5401
H  -0.2877  1.4466  -8.8013
O  2.1851  5.0089  -1.3893
O  2.2172  1.3258  2.9337
C  -10.1083  -0.9358  -3.6412
H  7.4766  1.2292  1.3809
O  -1.6365  -3.7055  6.0441
O  0.2618  6.2753  3.4147
O  0.1782  3.0789  -1.5965
O  -7.4709  -0.1390  -5.4222
O  -8.9540  -0.2432  -3.2814
C  -5.2083  -5.3370  -0.8074
O  0.0574  -1.8710  -0.2131
H  1.3798  -4.4254  3.1590
H  0.1209  -4.1090  1.9559
C  -3.5769  -1.3105  0.9536
H  -2.5356  5.8967  -0.0583
Cl  1.0066  -0.9697  -4.0895
P  1.2446  3.3362  -7.1075

Results
* HOMO energy: -9.80 eV
* E_LUMO: 0.004 hartree
* frontier orbital gap: 9.92 eV
* electronic energy: -336615.883 eV